Entry 1:
Computed, not measured: an isolated molecule of C2H4N2S in a non-equilibrium geometry, with wB97M-V/def2-TZVPD.

Geometry (Å):
C  0.7113  -1.3499  -1.3783
H  1.0891  -1.2899  -2.4301
H  -0.6914  0.8982  2.2644
H  0.5268  1.5360  1.1213
H  1.0030  -2.3222  -0.9611
C  -0.4450  1.0827  1.1152
S  -1.8723  2.0817  0.6184
N  0.1730  -0.4587  -0.6824
N  -0.4947  -0.1780  0.3326

Cartesian forces (eV/Å) of the 2 atoms listed first:
C 1.2433 -1.8029 -0.4372
H -0.8559 0.9204 0.9197

Properties
ΔE to the lowest compared entry with this formula, charge and spin = 4.569 eV
energy = -586.126493 a.u.
LUMO level (spin up / spin down) = -0.013 / -0.074 Eh
orbital gap (spin up / spin down) = 8.8448 / 5.7263 eV
largest force on an atom = 2.55 eV/Å
2S+1 = 1
HOMO level (spin up / spin down) = -9.19 / -7.74 eV



Entry 2:
Computed, not measured: an isolated molecule of C2H4N2S in a non-equilibrium geometry, with wB97M-V/def2-TZVPD.

Geometry (Å):
N  1.8088  1.8029  -0.2818
H  0.0383  -0.2062  1.5285
H  -0.9281  1.1545  -0.9160
H  -0.0616  -2.4923  -0.0115
C  1.1491  0.9435  0.0804
H  -2.0399  0.1692  -0.0015
C  0.1500  -0.0631  0.3551
N  -1.0801  0.2532  -0.4741
S  0.9635  -1.5619  -0.2790

Cartesian forces (eV/Å) of the 2 atoms listed first:
N 0.6081 0.4342 -0.0604
H -0.2156 0.5789 -2.5114

Properties
ΔE to the lowest compared entry with this formula, charge and spin = 0.970 eV
SMILES = N#C[C@@H](N)S
energy = -586.258745 a.u.
LUMO level = 0.018 Eh
orbital gap = 10.0931 eV
largest force on an atom = 2.59 eV/Å
2S+1 = 1
HOMO level = -9.60 eV



Entry 3:
Computed, not measured: a cluster of 2 separate species, C2H4N2S2 in total in a non-equilibrium geometry, with wB97M-V/def2-TZVPD.

Geometry (Å):
N  -1.0093  2.8638  -1.3990
S  1.1818  -1.0186  0.2246
H  -0.0096  -0.4406  0.0440
N  -0.7832  -2.3026  1.1033
H  -1.2490  2.0407  -0.8247
C  0.1796  3.1837  -1.6011
C  0.4481  -2.3195  1.1634
S  1.5491  3.8240  -1.9417
H  -1.4108  -3.0044  1.3883
H  1.1033  -2.8266  1.8430

Cartesian forces (eV/Å) of the 2 atoms listed first:
N 2.8174 -0.1705 0.0330
S 1.1626 0.3465 0.0646

Properties
ΔE to the lowest compared entry with this formula, charge and spin = 2.169 eV
SMILES = [H]/N=C/S.N=C=S
energy = -984.435177 a.u.
LUMO level = 0.017 Eh
orbital gap = 9.8732 eV
largest force on an atom = 3.51 eV/Å
2S+1 = 1
HOMO level = -9.42 eV



Entry 4:
Computed, not measured: a cluster of 2 separate species, C2H4N2S2 in total in a non-equilibrium geometry, with wB97M-V/def2-TZVPD.

Geometry (Å):
H  -1.6958  -0.4582  -1.1432
N  1.7884  -0.6581  -0.1559
C  -1.0716  -0.1344  0.6937
N  1.8287  0.4956  -0.1341
H  -1.2137  -1.1897  0.6717
C  -1.3395  0.3446  -0.5133
S  1.7300  -2.0557  0.2006
H  -1.4270  1.3804  -0.9092
H  -0.6321  0.3120  1.5970
S  2.0326  1.9635  -0.3071

Cartesian forces (eV/Å) of the 2 atoms listed first:
H -0.1020 0.3676 -0.7019
N 0.4459 9.1196 -1.0375

Properties
ΔE to the lowest compared entry with this formula, charge and spin = 5.060 eV
SMILES = S=NN=S.C=C
energy = -984.328945 a.u.
LUMO level = -0.006 Eh
orbital gap = 8.1476 eV
largest force on an atom = 9.19 eV/Å
2S+1 = 1
HOMO level = -8.32 eV



Entry 5:
Computed, not measured: an isolated molecule of C2H4N2S2 in a non-equilibrium geometry, with wB97M-V/def2-TZVPD.

Geometry (Å):
H  -0.5430  -2.9236  -0.6766
C  0.4089  1.4537  0.2104
N  1.6627  1.2638  0.0128
S  -0.1125  -1.3790  0.5960
S  2.4167  -0.0882  -0.0092
H  -1.0667  0.4346  -0.7404
H  -0.0259  2.3494  -0.1660
N  -0.7130  -1.9787  -0.7124
H  -1.3713  0.5101  1.1542
C  -0.6559  0.3579  0.3311

Cartesian forces (eV/Å) of the 2 atoms listed first:
H 0.3909 -3.1069 -0.1278
C 0.8443 -1.0127 -0.4704

Properties
ΔE to the lowest compared entry with this formula, charge and spin = 4.081 eV
energy = -984.364904 a.u.
LUMO level (spin up / spin down) = -0.017 / -0.035 Eh
orbital gap (spin up / spin down) = 7.9194 / 7.2875 eV
largest force on an atom = 3.45 eV/Å
2S+1 = 1
HOMO level (spin up / spin down) = -8.38 / -8.24 eV



Entry 6:
Computed, not measured: an isolated molecule of C2H4N2S2 in a non-equilibrium geometry, with wB97M-V/def2-TZVPD.

Geometry (Å):
C  1.0644  -1.0861  0.0377
H  -0.5265  1.8413  0.7239
S  -2.6597  0.1294  0.0058
H  1.2682  -1.7013  0.8418
N  -0.4917  -1.1363  0.0254
N  -1.0656  -0.0392  -0.0485
S  1.5840  0.6371  -0.0124
H  1.5087  -1.7010  -0.7410
C  -0.1678  1.1728  -0.0385
H  -0.5140  1.8833  -0.7942

Cartesian forces (eV/Å) of the 2 atoms listed first:
C -2.9981 0.3866 -1.4407
H 0.3918 -0.5092 1.6283

Properties
ΔE to the lowest compared entry with this formula, charge and spin = 3.442 eV
SMILES = [S-][N+]1=NCSC1
energy = -984.388382 a.u.
LUMO level (spin up / spin down) = -0.004 / -0.004 Eh
orbital gap (spin up / spin down) = 8.6693 / 8.6674 eV
largest force on an atom = 3.35 eV/Å
2S+1 = 1
HOMO level (spin up / spin down) = -8.78 / -8.78 eV



Entry 7:
Computed, not measured: an isolated molecule of C2H4N2S2 in a non-equilibrium geometry, with wB97M-V/def2-TZVPD.

Geometry (Å):
N  -0.7810  -0.9532  0.1061
H  -2.4879  -0.3280  -0.7078
H  0.9392  -1.8876  0.8127
C  0.4278  -0.8606  0.4979
S  2.9441  -0.2526  -0.2701
H  -0.4876  1.3222  0.6001
N  -1.5518  0.0179  -0.4912
S  0.7647  1.7745  0.1048
H  -1.2257  0.9887  -0.7346
C  1.4582  0.1788  0.0822

Cartesian forces (eV/Å) of the 2 atoms listed first:
N -1.2250 0.8066 -0.1833
H 0.7993 0.4499 0.0689

Properties
ΔE to the lowest compared entry with this formula, charge and spin = 3.114 eV
SMILES = N/N=C\C(=S)S
energy = -984.400467 a.u.
LUMO level = -0.021 Eh
orbital gap = 8.3786 eV
largest force on an atom = 3.03 eV/Å
2S+1 = 1
HOMO level = -8.94 eV



Entry 8:
Computed, not measured: an isolated molecule of C2H4N2S2 in a non-equilibrium geometry, with wB97M-V/def2-TZVPD.

Geometry (Å):
N  -0.6412  0.4980  0.4134
H  2.2153  1.6075  -1.3177
H  -2.7144  1.4426  0.1422
N  1.3794  -0.0518  -0.6332
H  0.8494  -1.0192  0.9706
H  -0.3608  -1.3717  -0.3749
S  -2.1305  0.3695  -0.4547
S  0.2051  2.0388  0.2522
C  1.3825  1.1740  -0.7076
C  0.3535  -0.5926  0.0763

Cartesian forces (eV/Å) of the 2 atoms listed first:
N 0.5553 0.8396 1.2213
H -0.9627 0.3278 0.8434

Properties
ΔE to the lowest compared entry with this formula, charge and spin = 2.718 eV
SMILES = SN1CN=CS1
energy = -984.415017 a.u.
LUMO level = 0.017 Eh
orbital gap = 8.8846 eV
largest force on an atom = 3.91 eV/Å
2S+1 = 1
HOMO level = -8.43 eV



Entry 9:
Computed, not measured: an isolated molecule of C2H4N2S2 in a non-equilibrium geometry, with wB97M-V/def2-TZVPD.

Geometry (Å):
C  2.4011  0.0816  0.2152
H  1.8139  -2.5396  0.9390
S  4.0169  -0.1091  -0.1790
N  1.6342  -0.9557  -0.0710
H  -0.7422  1.9153  -0.9238
N  1.4534  -2.1574  0.0248
C  -0.0054  1.0534  -0.6022
H  0.2544  0.5817  -1.5318
S  1.3701  1.7078  0.2663
H  -0.3910  0.3434  0.0016

Cartesian forces (eV/Å) of the 2 atoms listed first:
C 0.2990 1.3178 -0.8298
H 0.1920 0.2929 -0.4328

Properties
ΔE to the lowest compared entry with this formula, charge and spin = 4.126 eV
SMILES = [H]/N=N\C(=S)SC
energy = -984.363244 a.u.
LUMO level = -0.044 Eh
orbital gap = 7.5893 eV
largest force on an atom = 4.43 eV/Å
2S+1 = 1
HOMO level = -8.79 eV



Entry 10:
Computed, not measured: an isolated molecule of C2H4N2S3 in a non-equilibrium geometry, with wB97M-V/def2-TZVPD.

Geometry (Å):
S  -0.2569  1.0228  1.0092
C  -0.7077  0.4103  -0.9150
N  0.8796  -1.1907  -0.6279
H  1.0883  -0.4968  2.6236
H  -1.9502  2.1544  -0.8768
S  1.4835  -2.6524  -1.0391
C  0.8509  0.4961  2.1237
H  -0.4941  -1.1770  -2.1948
N  -0.1775  -0.7743  -1.2495
H  1.5323  1.2844  2.5362
S  -2.2480  0.9233  -1.3896

Cartesian forces (eV/Å) of the 2 atoms listed first:
S -0.4262 0.1195 -0.2644
C 1.4275 0.1216 2.4980

Properties
ΔE to the lowest compared entry with this formula, charge and spin = 5.603 eV
energy = -1382.466174 a.u.
LUMO level (spin up / spin down) = -0.052 / -0.045 Eh
orbital gap (spin up / spin down) = 6.0224 / 6.7857 eV
largest force on an atom = 2.88 eV/Å
2S+1 = 1
HOMO level (spin up / spin down) = -7.44 / -8.01 eV



Entry 11:
Computed, not measured: an isolated molecule of C2H4N2S3 in a non-equilibrium geometry, with wB97M-V/def2-TZVPD.

Geometry (Å):
C  0.8483  -0.3711  0.0244
S  -1.3255  -1.8211  0.0485
H  -0.4582  3.0066  0.2568
C  -1.3169  1.1604  -0.2317
N  -0.3371  1.9483  0.0722
S  -2.8469  1.2898  -0.0095
H  0.9697  -0.8980  1.0956
S  1.2934  1.5101  -0.0973
H  1.6681  -0.6818  -0.5875
H  -1.2972  -2.5093  -1.0645
N  -0.4148  -0.5967  -0.6479

Cartesian forces (eV/Å) of the 2 atoms listed first:
C 0.5827 0.1590 1.5672
S -0.1385 0.3355 0.4287

Properties
ΔE to the lowest compared entry with this formula, charge and spin = 3.233 eV
energy = -1382.553275 a.u.
LUMO level = 0.003 Eh
orbital gap = 8.6585 eV
largest force on an atom = 3.82 eV/Å
2S+1 = 1
HOMO level = -8.57 eV



Entry 12:
Computed, not measured: the ion C2H4N3 with charge +1 in a non-equilibrium geometry, with wB97M-V/def2-TZVPD.

Geometry (Å):
N  -0.7596  1.2029  -0.1112
C  -1.0262  -1.0499  -0.0236
N  -1.2564  0.1513  0.0535
H  -1.3674  -1.6729  0.7949
N  1.1658  0.0679  -0.0017
H  1.0782  2.2504  0.0721
H  1.9997  -0.3827  -0.0944
C  0.6778  1.2079  0.0448
H  -0.5119  -1.7749  -0.7345

Cartesian forces (eV/Å) of the 2 atoms listed first:
N -1.7202 2.4934 -0.0030
C 0.7844 -4.7459 1.1816

Properties
ΔE to the lowest compared entry with this formula, charge and spin = 4.290 eV
SMILES = [H]/N=C/N=[N+]=C
energy = -242.441744 a.u.
LUMO level = -0.265 Eh
orbital gap = 9.3594 eV
largest force on an atom = 4.95 eV/Å
2S+1 = 1
HOMO level = -16.56 eV
total charge = +1



| no. | molar mass (g mol⁻¹) |
| --- | --- |
| 1 | 88.135 |
| 2 | 88.135 |
| 3 | 120.202 |
| 4 | 120.202 |
| 5 | 120.202 |
| 6 | 120.202 |
| 7 | 120.202 |
| 8 | 120.202 |
| 9 | 120.202 |
| 10 | 152.269 |
| 11 | 152.269 |
| 12 | 70.075 |